[1]
91
Properties=species:S:1:pos:R:3 method="wB97M-V/def2-TZVPD" smiles="CC[C@@H](F)c1ccc2c(c1)C(=O)NC2=O.c1ccncc1.c1ccncc1.c1ccncc1.c1ccncc1.c1ccncc1.c1ccncc1" relative_energy_kj_mol=470.4 homo_lumo_gap_ev=8.38 spin_multiplicity=1
C -1.04667 4.91536 -6.29325
C -0.83867 3.35762 -5.84411
C -2.16061 2.85083 -5.09495
F -2.59914 1.56670 -5.62898
C -2.00850 2.78426 -3.48698
C -2.89727 1.69183 -2.77668
C -2.89233 1.51704 -1.21517
C -1.97978 2.48707 -0.43160
C -1.09453 3.56105 -1.12779
C -1.09409 3.72731 -2.66168
C -0.34725 4.33866 0.04330
O 0.72632 4.96383 -0.04595
N -1.20489 4.09543 1.24671
C -1.68962 2.68044 1.11977
O -1.76218 1.90278 2.08990
H -0.53145 5.57151 -5.51513
H -0.58487 5.08627 -7.32157
H -2.15322 5.20405 -6.36487
H -0.78002 2.75381 -6.82848
H 0.13030 3.19282 -5.26420
H -3.04031 3.57748 -5.28310
H -3.58574 1.00078 -3.38227
H -3.53273 0.75785 -0.65725
H -0.45440 4.52925 -3.14972
H -2.00145 4.75268 1.22131
C 1.45016 0.99686 3.16901
C 1.96279 2.28264 3.07517
C 3.27669 2.49370 3.46157
N 4.08442 1.52577 3.92621
C 3.56205 0.29112 4.00842
C 2.26281 -0.02297 3.64396
H 0.42619 0.79161 2.87467
H 1.35585 3.10238 2.70981
H 3.72422 3.48086 3.40382
H 4.23505 -0.47085 4.38888
H 1.89515 -1.03808 3.72963
C 2.92657 -0.37042 -1.16887
C 2.72017 -0.84758 -2.45497
C 1.46123 -0.70088 -3.01529
N 0.42268 -0.12444 -2.38226
C 0.65152 0.32629 -1.13827
C 1.87421 0.23004 -0.49349
H 3.89858 -0.46574 -0.69703
H 3.51920 -1.32260 -3.01048
H 1.25176 -1.05543 -4.01945
H -0.20257 0.78439 -0.65025
H 2.00052 0.61420 0.51143
C -2.83596 -3.05369 2.09938
C -4.17683 -3.06502 1.74078
C -4.68919 -1.95774 1.08510
N -3.96412 -0.86938 0.77838
C -2.67025 -0.88362 1.13836
C -2.06339 -1.94265 1.79308
H -2.39746 -3.90295 2.61280
H -4.80914 -3.91504 1.96513
H -5.73041 -1.92032 0.78130
H -2.11050 0.00750 0.88058
H -1.01399 -1.90023 2.05750
C 5.54831 3.91479 5.91477
C 6.70668 4.63026 5.64773
C 6.78009 5.94421 6.08183
N 5.79294 6.56900 6.74391
C 4.68265 5.85450 6.98766
C 4.51295 4.53526 6.59912
H 5.45288 2.88341 5.59236
H 7.53385 4.17774 5.11499
H 7.66611 6.54402 5.89992
H 3.90041 6.38439 7.52206
H 3.59507 4.00646 6.82485
C -1.84092 -2.60220 -5.55341
C -1.88306 -3.89457 -6.05703
C -1.30417 -4.90791 -5.31036
N -0.70009 -4.71295 -4.12709
C -0.67174 -3.45289 -3.66324
C -1.22436 -2.37208 -4.33174
H -2.28406 -1.78170 -6.10778
H -2.35509 -4.10999 -7.00767
H -1.31424 -5.93520 -5.66027
H -0.17580 -3.32352 -2.70630
H -1.17364 -1.37575 -3.90851
C -1.93485 -9.02809 1.58743
C -0.77475 -8.31487 1.32319
C -0.69874 -7.00224 1.75969
N -1.68512 -6.37630 2.42180
C -2.79734 -7.08889 2.66269
C -2.96953 -8.40659 2.27159
H -2.03201 -10.05845 1.26307
H 0.05196 -8.76809 0.79068
H 0.18882 -6.40443 1.57986
H -3.57931 -6.55834 3.19712
H -3.88878 -8.93342 2.49520

---

[2]
90
Properties=species:S:1:pos:R:3 method="wB97M-V/def2-TZVPD" total_charge=+1 relative_energy_kj_mol=298.8 homo_lumo_gap_ev="5.54 / 6.57" spin_multiplicity=4 s2=3.87
W -1.29847 -0.48724 0.21504
N -4.36474 0.01704 2.99138
C -3.66922 -0.60088 2.01627
S -1.99930 -1.08889 2.42455
N -4.18323 -0.73869 0.83235
N -3.25007 -1.43796 0.03199
C -3.58540 -2.65368 -0.23397
C -2.69222 -3.68148 -0.66835
C -3.22042 -4.93266 -1.03071
C -2.38888 -5.98341 -1.33451
C -1.00507 -5.81071 -1.25058
C -0.45994 -4.60004 -0.88097
C -1.29388 -3.51601 -0.59468
O -0.74082 -2.35869 -0.26149
H -4.01416 0.02035 3.93150
H -5.34807 0.17552 2.84134
H -4.61364 -2.93538 -0.01445
H -4.29569 -5.05781 -1.06832
H -2.79959 -6.94066 -1.62301
H -0.34988 -6.64127 -1.47911
H 0.61071 -4.45351 -0.81764
C 1.14054 -0.51650 5.89741
C 1.82342 -0.98751 4.78694
C 1.50871 -0.51086 3.52301
C 0.50809 0.44320 3.36452
C -0.18409 0.90480 4.48306
C 0.13606 0.43056 5.74426
P 0.10501 1.04849 1.70099
C 1.42574 2.26181 1.32219
C 2.71501 2.08158 1.89243
C 3.95572 2.60584 1.45534
C 4.24480 3.15499 0.24637
C 3.22468 3.29031 -0.83998
C 1.06805 3.22565 0.42625
C -1.41965 2.00630 1.56913
C -1.88121 3.10729 2.28646
C -3.00938 3.75314 1.81910
C -3.65951 3.31420 0.66402
C -3.20512 2.21162 -0.03339
C -2.06663 1.51922 0.41204
H 1.38747 -0.88835 6.88283
H 2.60407 -1.72781 4.90154
H 2.05161 -0.88530 2.66225
H -0.98373 1.62436 4.36644
H -0.40243 0.79577 6.60867
H 2.76235 1.49120 2.79647
H 4.77653 2.48441 2.15336
H 5.25972 3.47602 0.04888
H 3.65031 3.80217 -1.70559
H 0.03597 3.27201 0.10231
H -1.34828 3.48305 3.15064
H -3.38646 4.62383 2.34047
H -4.53578 3.84957 0.32079
H -3.73851 1.87494 -0.91310
C -1.47132 -2.44124 -3.57963
Ge -0.67128 -0.69882 -3.19153
C -2.25120 0.49865 -3.01660
C 0.25373 -0.05019 -4.81723
Ge 0.82606 -0.11360 -1.31648
C 2.30824 -1.33276 -1.00733
C 2.34211 -2.20152 0.08049
C 3.41621 -3.06058 0.26801
C 4.46643 -3.06646 -0.63821
C 4.43999 -2.21235 -1.73261
C 3.36953 -1.34876 -1.91388
C 1.52704 1.64619 -1.84753
C 2.70114 1.92203 -1.21486
C 2.00658 4.13713 -0.32087
C 1.28910 4.75805 -1.48024
C 0.71701 4.00148 -2.45727
C 0.71423 2.59203 -2.54280
H -1.81578 -2.38194 -4.61444
H -0.79231 -3.28687 -3.49177
H -2.33648 -2.61319 -2.94507
H -2.60189 0.71276 -4.02915
H -2.03666 1.44609 -2.52442
H -3.07507 0.01610 -2.48405
H -0.47205 0.53960 -5.37862
H 0.55980 -0.89985 -5.42762
H 1.13041 0.56427 -4.62290
H 1.51099 -2.22861 0.77559
H 3.42927 -3.72913 1.11984
H 5.30377 -3.73658 -0.49435
H 5.25448 -2.21520 -2.44519
H 3.37210 -0.67940 -2.76749
H 3.24101 1.10068 -0.75440
H 2.38889 4.91035 0.34985
H 1.19959 5.83578 -1.52222
H 0.14411 4.51967 -3.21874
H 0.01112 2.18221 -3.25906

---

[3]
93
Properties=species:S:1:pos:R:3 method="wB97M-V/def2-TZVPD" total_charge=-2 relative_energy_kj_mol=0.0 homo_lumo_gap_ev="4.03 / 4.00" spin_multiplicity=2 s2=0.84
V 0.04990 0.80630 0.18242
C 1.81637 3.98467 -0.75552
C 0.74153 3.07967 -0.24201
N 0.06592 2.18617 -1.06535
N 0.22757 2.24743 -2.42379
C -0.38239 1.26082 -3.00746
O -1.15024 0.40619 -2.38774
C -0.12253 1.06468 -4.46778
C -0.77625 0.04187 -5.14397
C -0.48420 -0.22116 -6.47857
C 0.46352 0.53879 -7.14948
C 1.12293 1.56182 -6.47526
C 0.83649 1.81882 -5.14264
C 0.33994 3.05758 1.09139
C 0.87101 3.88313 2.14502
C 0.32639 3.81700 3.38461
C -0.75960 2.93114 3.65358
C -1.18418 2.10734 2.65218
N -0.66073 2.13141 1.40503
H 1.91905 3.83894 -1.82698
H 2.78251 3.77477 -0.28765
H 1.57379 5.03289 -0.56034
H -1.49170 -0.56243 -4.60242
H -0.97919 -1.04389 -6.98253
H 0.71252 0.31608 -8.18217
H 1.88642 2.14209 -6.98309
H 1.37010 2.58411 -4.59552
H 1.70931 4.53493 1.93602
H 0.72527 4.43493 4.18101
H -1.20798 2.86731 4.63530
H -1.95926 1.36778 2.81944
C 5.16950 -5.31440 0.74384
C 4.84082 -4.05295 1.55535
C 5.23395 -2.81270 0.74467
C 5.66247 -4.05117 2.85084
C 3.34597 -4.04938 1.88549
C 2.85315 -4.81842 2.95750
C 1.53747 -4.74627 3.36978
C 0.68682 -3.88388 2.68429
S -0.93901 -3.41366 3.04517
C -0.88454 -2.24400 1.74589
N 0.19116 -2.30593 1.04942
C 1.13843 -3.17349 1.57927
C 2.46092 -3.26670 1.16200
C -1.97392 -1.29554 1.47613
C -3.22010 -1.52944 2.06698
C -4.32338 -0.78820 1.71071
C -4.18368 0.18652 0.71695
C -2.95300 0.46693 0.16888
C -1.77320 -0.20606 0.57178
H 6.24061 -5.35033 0.51744
H 4.61958 -5.31016 -0.20013
H 4.90274 -6.22011 1.29770
H 6.32533 -2.73967 0.70109
H 4.85238 -1.89711 1.20621
H 4.86545 -2.84630 -0.28162
H 6.71906 -3.90456 2.61345
H 5.57469 -4.99309 3.40053
H 5.34283 -3.24057 3.51041
H 3.52146 -5.47552 3.50085
H 1.19023 -5.31609 4.22239
H 2.77503 -2.69696 0.29758
H -3.31868 -2.32286 2.80117
H -5.28234 -0.97283 2.17905
H -5.05254 0.74369 0.38520
H -2.87289 1.23622 -0.58485
Te 2.16424 -0.15758 -1.33761
Te 3.74658 -1.57048 -2.98718
Te 0.20818 -3.45658 -2.71962
Te -0.23141 -1.31419 -1.11471
C 4.58044 0.97591 7.21861
C 3.97006 0.94429 5.83722
C 4.59550 1.53001 4.74136
C 4.06012 1.48920 3.46141
C 4.79891 2.15420 2.33594
C 2.81987 0.82953 3.21809
C 2.28940 0.84086 1.89426
O 1.13962 0.32842 1.49184
C 2.18150 0.21882 4.33555
C 0.90357 -0.55573 4.15940
C 2.75990 0.29693 5.59483
H 5.49267 1.57689 7.22877
H 4.84300 -0.02882 7.56884
H 3.89202 1.40126 7.95699
H 5.54589 2.04063 4.88815
H 5.75416 2.54725 2.69232
H 4.22435 2.98933 1.91760
H 4.99676 1.45994 1.51307
H 2.82684 1.39917 1.14529
H 0.14605 0.01444 3.61881
H 0.49450 -0.84142 5.13239
H 1.08850 -1.47011 3.58584
H 2.24088 -0.17504 6.42860

---

[4]
88
Properties=species:S:1:pos:R:3 method="wB97M-V/def2-TZVPD" total_charge=+2 homo_lumo_gap_ev="5.78 / 5.66" spin_multiplicity=1
Ce -0.05519 1.22206 2.34467
C -1.66788 0.87502 -5.00232
C -1.68415 -0.41143 -4.63765
C -0.87623 -1.50958 -5.27284
C 0.50987 -1.11739 -5.83744
C 1.38156 -0.28408 -4.93641
C 1.40790 1.05326 -4.87626
C 0.56260 1.98925 -5.68579
C -0.83673 1.47713 -6.10526
C 1.90035 0.55475 3.38970
H -2.36136 1.58092 -4.52619
H -2.40791 -0.74962 -3.88553
H -1.43864 -1.97592 -6.10283
H -0.73715 -2.30567 -4.52522
H 1.04769 -2.06175 -6.02165
H 0.37881 -0.65317 -6.82159
H 2.10697 -0.86403 -4.35274
H 2.16917 1.55350 -4.26839
H 1.09040 2.28606 -6.61061
H 0.43554 2.91626 -5.10587
H -1.38440 2.35469 -6.48503
H -0.73103 0.79543 -6.95697
H 1.84804 1.27880 4.22841
H 2.90114 0.54693 2.94223
H 1.63023 -0.44331 3.76571
P -1.30457 -0.57229 0.43868
P 1.78025 0.07849 0.45569
C -0.32108 -0.81461 -1.04789
C 1.01278 -0.61344 -1.01418
C -2.26268 -2.09920 0.59983
C -2.63293 -2.86499 -0.51547
C -3.40090 -4.02382 -0.34738
C -3.79201 -4.42794 0.93288
C -3.39375 -3.67564 2.04689
C -2.61761 -2.53482 1.87824
C -2.51095 0.76039 -0.06507
C -2.05073 2.08485 -0.18502
C -2.98421 3.12064 -0.32188
C -4.34479 2.84127 -0.44305
C -4.78585 1.51639 -0.44082
C -3.87546 0.47887 -0.23242
C 3.26703 -0.95879 0.60884
C 3.10066 -2.26660 1.10247
C 4.22358 -3.07388 1.29145
C 5.50248 -2.59460 0.97367
C 5.65538 -1.31164 0.43664
C 4.53843 -0.49127 0.25269
C 2.37961 1.75404 -0.04614
C 2.63231 2.74152 0.92260
C 3.06685 4.00864 0.51120
C 3.25066 4.28716 -0.84586
C 3.01192 3.29903 -1.81021
C 2.56313 2.04066 -1.40776
H -0.87057 -1.07450 -1.95851
H 1.67805 -0.86473 -1.84592
H -2.31787 -2.55831 -1.51111
H -3.68867 -4.60840 -1.22226
H -4.40579 -5.32079 1.06323
H -3.68654 -3.97953 3.05204
H -2.26382 -1.94932 2.74877
H -0.97115 2.31965 -0.19717
H -2.63568 4.15190 -0.32592
H -5.06678 3.64781 -0.55205
H -5.83728 1.28120 -0.58493
H -4.21345 -0.55563 -0.17778
H 2.10238 -2.63891 1.34598
H 4.10084 -4.07991 1.69157
H 6.38193 -3.22117 1.13755
H 6.64120 -0.93630 0.16248
H 4.65156 0.51467 -0.15407
H 2.52729 2.51093 1.99239
H 3.25393 4.77586 1.26583
H 3.58609 5.27614 -1.15968
H 3.17083 3.50761 -2.87026
H 2.33042 1.27673 -2.14839
O -1.42006 -1.65395 4.84374
B -1.15160 -0.75170 3.77680
O -1.03535 0.57365 4.45072
C -1.22680 0.37549 5.79418
C -1.00590 1.28138 6.81749
C -1.01884 0.76850 8.12050
C -1.22543 -0.59757 8.35485
C -1.42400 -1.50063 7.30538
C -1.44049 -0.97817 6.02033
H -0.80481 2.32302 6.57041
H -0.86580 1.44415 8.96645
H -1.22177 -0.97900 9.37831
H -1.52326 -2.57665 7.46632

---

[5]
107
Properties=species:S:1:pos:R:3 method="wB97M-V/def2-TZVPD" total_charge=-1 relative_energy_kj_mol=49.6 homo_lumo_gap_ev=6.55 spin_multiplicity=1
Y 1.64414 -0.99237 0.55407
C 0.41685 2.30806 1.76925
N 0.54786 0.94102 2.27823
C 1.43428 0.99105 3.45283
C 2.04992 -0.35401 3.77095
N 2.71883 -0.82691 2.56816
C 3.98208 -1.31739 2.72359
C 4.53458 -1.95979 3.84262
F 3.77449 -2.22043 4.93208
C 5.84708 -2.39866 3.87958
F 6.31023 -2.99695 4.98600
C 6.67891 -2.24636 2.78931
F 7.94822 -2.67845 2.83014
C 6.16999 -1.64832 1.64753
F 6.94346 -1.50155 0.57178
C 4.86913 -1.20882 1.64133
F 4.37904 -0.63902 0.51068
C -0.78360 0.42795 2.62975
C -1.59197 0.14856 1.36522
N -2.60679 -0.84547 1.52200
C -3.88281 -0.54367 1.29741
C -4.54222 0.71576 1.33673
F -3.85441 1.84141 1.67612
C -5.88982 0.88877 1.09078
F -6.40958 2.13156 1.12391
C -6.71213 -0.17953 0.80204
F -8.02503 -0.00752 0.53582
C -6.13378 -1.44199 0.78148
F -6.90295 -2.50719 0.49955
C -4.79310 -1.60792 1.02352
F -4.30055 -2.86454 0.97408
H 0.03007 2.97674 2.55271
H -0.25928 2.33936 0.92341
H 1.39065 2.66363 1.44090
H 0.89881 1.41269 4.31749
H 2.25725 1.66439 3.20514
H 1.29334 -1.05472 4.14752
H 2.75012 -0.20340 4.59626
H -1.30763 1.12678 3.29924
H -0.66573 -0.50870 3.16747
H -0.83170 -0.21858 0.63480
H -1.93383 1.08714 0.92232
O 4.08498 1.07930 -1.78333
S 2.69867 0.77077 -1.61294
O 2.32178 -0.65673 -1.72695
O 2.13842 1.18122 -0.29784
C 1.89968 1.58696 -3.00975
C 2.75920 1.69317 -4.10533
C 2.32708 2.25050 -5.29303
C 1.03336 2.73728 -5.39706
C 0.18512 2.64399 -4.31184
C 0.58610 2.05586 -3.10884
P -0.59545 2.04796 -1.70181
C -2.18055 1.61029 -2.49612
C -2.30268 0.91156 -3.69480
C -3.54488 0.47022 -4.13190
C -4.68374 0.72742 -3.38499
C -4.57462 1.41403 -2.18310
C -3.33219 1.83016 -1.73390
C -0.67981 3.88066 -1.53411
C 0.40350 4.46968 -0.87674
C 0.46301 5.84170 -0.69858
C -0.56615 6.64834 -1.16520
C -1.64609 6.07374 -1.81589
C -1.70322 4.69819 -2.00379
H 3.77394 1.33833 -4.00832
H 3.00829 2.31414 -6.13147
H 0.69051 3.19775 -6.31465
H -0.81790 3.04761 -4.38054
H -1.42503 0.69270 -4.29125
H -3.61774 -0.07967 -5.06201
H -5.65096 0.38164 -3.72571
H -5.45281 1.61426 -1.58429
H -3.26350 2.32981 -0.77354
H 1.20498 3.84263 -0.50277
H 1.31157 6.28005 -0.18880
H -0.52575 7.72051 -1.02097
H -2.45140 6.69689 -2.18421
H -2.54816 4.26677 -2.52219
C 1.60885 -3.84311 2.68550
N 0.50665 -3.14764 2.00307
C -0.58215 -3.00562 2.98507
C 0.01230 -3.99517 0.90391
C -0.89690 -3.22935 -0.03189
N -0.13746 -2.30443 -0.89909
C -1.10519 -1.44878 -1.60435
C 0.54565 -3.08363 -1.95319
H 1.27240 -4.82879 3.03741
H 1.92357 -3.25964 3.54841
H 2.45741 -3.96603 2.01747
H -0.89415 -4.00041 3.33508
H -1.44097 -2.48426 2.56434
H -0.22246 -2.45230 3.85123
H -0.53219 -4.85569 1.32005
H 0.87605 -4.38750 0.36947
H -1.63019 -2.64139 0.52809
H -1.46071 -3.93244 -0.66212
H -1.73741 -2.05582 -2.26727
H -0.56044 -0.73406 -2.22167
H -1.76268 -0.93192 -0.90847
H -0.20614 -3.63155 -2.53654
H 1.25862 -3.78069 -1.53346
H 1.09742 -2.41411 -2.60638
O 3.73487 -3.64883 -1.67386
N 3.74049 -3.49181 -0.46576
O 4.61708 -3.90289 0.28029
O 2.74773 -2.84433 0.07945

---

no.,F_max (Eh/bohr)
1,0.0911
2,0.0211
3,0.0763
4,0.0516
5,0.0097